DFT (wB97M-V/def2-TZVPD) results for the molecule C7H9N5O2S at a distorted geometry.

XYZ file:
```
24
Properties=species:S:1:pos:R:3:forces:R:3
C 0.17864 2.86354 3.90642 0.34 1.57 -0.68
C -0.78169 2.30095 4.65355 -0.75 0.09 -0.11
C 0.00446 1.00662 2.80637 -0.01 1.60 1.88
C 0.26132 -1.13796 -0.56793 -0.96 -0.70 0.92
C -0.93842 0.01843 -1.96364 -1.04 -1.87 1.06
C -0.54463 -1.38171 -2.65483 0.74 1.36 0.36
C 0.40865 -1.27204 -3.80677 2.61 -1.61 -2.31
N 0.64192 2.13443 2.88395 0.71 -1.07 -1.09
N -0.26148 0.01651 -0.64378 0.30 -0.27 -1.51
N 0.06745 -2.06393 -1.55194 -0.06 1.74 1.42
N 0.16459 -0.05364 2.03542 0.56 -2.39 -1.87
N 1.12748 -0.36200 1.31496 1.94 -0.42 0.13
O 2.29014 -0.01516 1.06828 -2.31 0.44 1.10
O 0.81176 -1.59528 0.60601 0.18 0.68 -0.52
S -1.26296 0.80468 4.01143 0.62 0.04 -0.19
H 0.47099 3.91663 3.88553 0.04 -0.42 0.69
H -1.36383 2.86391 5.32368 -0.58 0.19 1.04
H -0.63159 0.85086 -2.55193 -0.02 0.66 -0.51
H -2.04745 0.02797 -1.70669 1.24 0.23 -0.77
H -1.38565 -1.96331 -2.88277 -1.47 -0.41 -0.97
H 0.99638 -2.24166 -4.06058 -1.43 0.72 0.83
H 1.34725 -0.67578 -3.70314 -1.20 0.48 0.47
H -0.02077 -1.08887 -4.80693 -0.22 0.50 0.63
H 0.46745 -2.95317 -1.59468 0.76 -1.15 0.00
```
Positions in Å, forces in eV/Å.

Orbital gap (spin up / spin down) = 0.3009 / 0.3009 Ha
HOMO energy (spin up / spin down) = -8.7 / -8.7 eV
Energy relative to the best compared isomer or geometry (same formula, charge and spin) = 352.40 kJ/mol
F_max = 3.84 eV/A
Energy = -1094.3978 Eh